Molecular formula: C31H34AsN3O6S3W
Method: DFT, wB97M-V/def2-TZVPD

Total charge: -2
Lowest unoccupied orbital energy (eV): 4.348
Electronic energy (hartree): -5314.9766
Energy above the lowest of the compared OMol25 structures with the same formula, charge and spin (kJ/mol): 65.7
2S+1: 1

Last column: Mulliken charge in e.
Element x y z (Å)
W: 0.32312 -0.10395 -0.19607  -0.03
S: -0.10158 2.48069 0.57214  -0.60
C: 0.36029 3.37323 -0.82913  0.67
C: 0.91804 4.64888 -0.75736  -0.93
C: 1.20430 5.37875 -1.90565  0.63
C: 1.75466 6.69954 -1.78943  -0.08
N: 2.18650 7.76164 -1.68295  -0.64
C: 0.95102 4.81529 -3.16581  0.54
C: 0.42984 3.52651 -3.24460  -1.06
C: 0.13559 2.79598 -2.09858  0.18
S: -0.53814 1.19824 -2.20136  -0.44
C: 1.22491 5.54456 -4.37007  -0.04
N: 1.43475 6.13225 -5.33834  -0.65
H: 1.13429 5.07227 0.21384  0.46
H: 0.25232 3.08498 -4.21679  0.54
O: 3.09422 -3.55742 1.68675  -0.75
As: 2.58100 -1.88404 2.04465  0.92
O: 2.13134 -1.84788 3.60487  -0.89
O: 1.53980 -1.64255 0.75452  0.16
C: 4.26789 -1.00316 1.61752  -0.25
C: 5.44447 -1.72984 1.77421  -0.73
C: 6.66709 -1.17063 1.43446  -0.52
C: 6.72774 0.12072 0.92659  -0.63
C: 5.56386 0.85434 0.76890  -0.67
C: 4.34359 0.28956 1.11424  0.50
S: 2.86763 1.26786 0.90812  1.09
O: 1.93926 0.74719 1.90628  -0.56
O: 3.29852 2.63414 1.01554  -0.68
O: 2.34614 0.90726 -0.44932  -0.61
H: 2.77687 -3.73609 0.79054  0.30
H: 5.39257 -2.74342 2.14847  0.43
H: 7.57474 -1.74855 1.56282  0.37
H: 7.68097 0.55870 0.65709  0.38
H: 5.57964 1.86898 0.39444  0.49
C: 2.27045 -3.70088 -1.80878  -1.03
C: 2.53549 -2.56247 -2.79881  0.31
C: 3.37665 -1.46278 -2.15998  -1.48
C: 1.24163 -2.12583 -3.46868  0.09
C: 1.21520 -2.21216 -4.85474  -0.60
C: 0.04707 -2.04354 -5.57647  -1.31
C: -1.13276 -1.91252 -4.86926  -0.89
C: -1.16645 -1.82304 -3.48075  0.57
C: -2.53863 -2.02551 -2.85583  0.92
C: -2.54309 -3.42810 -2.23068  -1.68
C: -3.08616 -0.95544 -1.91616  -1.30
C: 0.05983 -1.77097 -2.76542  0.16
N: 0.16366 -1.36684 -1.44036  1.76
H: 3.22115 -4.07015 -1.40941  0.50
H: 1.76087 -4.53265 -2.30131  0.43
H: 1.64696 -3.34170 -0.98767  -0.42
H: 3.13126 -2.98654 -3.61538  0.63
H: 2.94524 -1.13500 -1.22050  0.13
H: 3.45828 -0.59325 -2.81466  0.30
H: 4.38395 -1.83852 -1.95354  0.54
H: 2.14249 -2.43265 -5.37326  0.35
H: 0.04734 -2.07917 -6.65895  0.34
H: -2.07681 -1.89513 -5.40395  0.34
H: -3.23131 -2.06490 -3.70397  0.47
H: -1.76684 -3.51183 -1.47101  0.19
H: -2.34237 -4.17933 -2.99843  0.39
H: -3.50782 -3.65179 -1.76658  0.46
H: -2.46898 -0.81780 -1.03545  -0.10
H: -4.09405 -1.24292 -1.59733  0.58
H: -3.14420 0.00917 -2.42005  0.31
C: -3.35255 -0.80326 1.90662  -1.78
C: -1.93003 -1.37059 1.82594  3.44
C: -1.95924 -2.76416 1.20688  -1.19
C: -1.35046 -1.46962 3.24619  -1.81
C: -1.04987 -0.42089 1.05253  -1.61
H: -3.98433 -1.45980 2.51478  0.46
H: -3.79819 -0.71244 0.91506  0.19
H: -3.34241 0.18810 2.36512  0.37
H: -2.44759 -3.47113 1.88559  0.56
H: -0.94284 -3.11038 1.00761  -0.01
H: -2.51252 -2.75715 0.27215  0.05
H: -1.94970 -2.16221 3.84761  0.46
H: -1.36331 -0.49162 3.73341  0.37
H: -0.31607 -1.81596 3.23684  0.32
H: -0.87768 0.47303 1.67767  0.32

Molecular formula: C3H8N4
Method: DFT, wB97M-V/def2-TZVPD

Total charge: 0
Lowest unoccupied orbital energy (eV): 0.923
Electronic energy (hartree): -337.9955
Energy above the lowest of the compared OMol25 structures with the same formula, charge and spin (kJ/mol): 415.7
2S+1: 1

Last column: Mulliken charge in e.
Element x y z (Å)
H: -0.29759 -1.73162 1.48664  0.28
N: 0.50477 -1.71420 0.88768  -0.85
C: 0.78018 -0.63456 0.04360  0.39
N: 1.74922 -0.48966 -0.75776  -0.29
C: -0.24161 0.48803 -0.07102  0.49
C: 0.20382 1.80802 0.39585  -1.09
N: -1.43157 0.31200 -0.38106  -0.34
N: -2.04425 -0.82469 -0.28421  -0.54
H: 2.50522 -1.20983 -0.90912  0.31
H: 2.08702 0.23990 -1.20944  0.17
H: 0.50492 1.92652 1.47901  0.30
H: 0.85839 2.45765 -0.18091  0.28
H: -0.73915 2.38075 0.58209  0.36
H: -2.98320 -1.10810 -0.69755  0.25
H: -1.45618 -1.90022 -0.38379  0.28

Molecular formula: C8H19NO
Method: DFT, wB97M-V/def2-TZVPD

Total charge: 0
Lowest unoccupied orbital energy (eV): 0.726
Electronic energy (hartree): -446.0368
Energy above the lowest of the compared OMol25 structures with the same formula, charge and spin (kJ/mol): 514.4
2S+1: 1

Last column: Mulliken charge in e.
Element x y z (Å)
C: -1.91982 -0.56529 -0.41115  -0.93
N: -3.27085 -0.63798 0.20242  -0.15
C: -4.17422 0.27101 -0.07617  0.66
C: -5.56187 -0.25993 0.08772  -1.01
O: -3.99943 1.37523 -0.57866  -0.65
H: -1.82348 0.28933 -1.18044  0.36
H: -1.22488 -0.41420 0.53129  0.32
H: -1.72794 -1.55656 -1.00691  0.27
H: -3.47288 -1.38038 0.84966  0.22
H: -5.59848 -1.19415 0.54062  0.34
H: -5.97936 -0.24616 -0.94831  0.23
H: -6.01872 0.61887 0.56140  0.29
C: 4.91802 -0.59338 -0.32031  -1.05
C: 4.00886 0.54651 -0.15749  -0.21
C: 2.58312 -0.00359 -0.06283  -0.94
C: 1.56625 1.03357 0.30821  -0.28
C: 0.16425 0.43621 0.49420  -1.24
H: 5.00584 -1.12077 0.75825  0.26
H: 4.33771 -1.54735 -0.99614  0.19
H: 5.76983 -0.12858 -0.80247  0.38
H: 4.04950 1.39615 -0.96437  0.30
H: 4.50870 0.92103 0.83580  0.24
H: 2.28877 -0.35315 -1.11395  0.22
H: 2.64803 -0.77939 0.53139  0.55
H: 1.50335 1.87860 -0.42546  0.29
H: 1.79477 1.38793 1.38282  0.22
H: 0.34410 -0.26469 1.36449  0.32
H: -0.57621 1.13314 0.93885  0.39
H: -0.14295 -0.24205 -0.34248  0.42

Molecular formula: C3H9NS2
Method: DFT, wB97M-V/def2-TZVPD

Total charge: 0
Lowest unoccupied orbital energy (eV): 0.498
Electronic energy (hartree): -970.7799
Energy above the lowest of the compared OMol25 structures with the same formula, charge and spin (kJ/mol): 136.0
2S+1: 1

Last column: Mulliken charge in e.
Element x y z (Å)
C: -1.32355 -0.13091 -1.29455  -0.63
C: -0.88788 1.12729 -1.25172  -0.23
N: 0.47973 1.45878 -1.37144  -0.52
H: -0.69311 -0.96822 -1.54331  0.32
H: -2.27294 -0.36000 -0.82156  0.30
H: -1.55581 1.98390 -1.23532  0.25
H: 1.01400 1.15590 -0.54321  0.28
H: 0.63357 2.46403 -1.33096  0.29
C: 1.09548 -1.64734 1.19088  -0.65
S: 1.44164 -0.04309 1.87437  -0.15
S: -0.47034 0.69712 2.21849  -0.13
H: 0.43571 -2.26452 1.79909  0.32
H: 2.01199 -2.24019 1.20522  0.33
H: 0.69505 -1.67244 0.18502  0.15
H: -0.60357 0.43970 0.91901  0.08

Molecular formula: C23H42HgN2O3P2
Method: DFT, wB97M-V/def2-TZVPD

Total charge: 0
Lowest unoccupied orbital energy (eV): -0.466
Electronic energy (hartree): -2072.9016
Energy above the lowest of the compared OMol25 structures with the same formula, charge and spin (kJ/mol): 0.0
2S+1: 1

Last column: Mulliken charge in e.
Element x y z (Å)
P: -0.80484 -4.15037 -3.13137  0.93
P: 2.04935 -3.84495 -2.08640  0.86
C: 0.49785 -5.19504 -3.99137  -1.15
C: 1.70501 -5.40342 -3.07727  -1.12
H: 0.77990 -4.66781 -4.91625  0.44
H: 0.03552 -6.15467 -4.26501  0.49
H: 1.52823 -6.21788 -2.35708  0.44
H: 2.60699 -5.64285 -3.65938  0.49
C: 3.28139 -3.13463 -3.26125  -1.47
H: 3.81846 -2.32043 -2.75930  0.37
H: 2.77262 -2.74336 -4.15088  0.33
H: 3.98944 -3.92131 -3.55256  0.46
C: 3.22780 -4.59717 -0.89668  -1.42
H: 4.00123 -5.15617 -1.43795  0.39
H: 2.68071 -5.27033 -0.22536  0.37
H: 3.69176 -3.79537 -0.31020  0.39
C: -1.83359 -3.81869 -4.61397  -1.42
H: -2.76676 -3.34221 -4.29112  0.40
H: -2.05600 -4.75998 -5.13150  0.39
H: -1.29068 -3.14167 -5.28460  0.36
C: -1.77386 -5.56406 -2.45255  -1.44
H: -1.23931 -6.01522 -1.60786  0.33
H: -1.91600 -6.30953 -3.24550  0.44
H: -2.74909 -5.19417 -2.11334  0.37
Hg: -1.37875 1.22440 1.18372  1.32
C: 0.36351 -0.28109 0.82152  -1.46
C: 0.88815 0.25390 -0.33906  0.02
C: 0.62042 -0.19403 -1.72398  0.41
C: -0.71036 0.34121 -2.32707  -0.74
C: -1.96334 0.00930 -1.58293  -0.40
C: -2.11799 -0.87553 -0.57777  -0.86
C: -1.21614 -2.02018 -0.22050  1.02
C: -0.13614 -1.72231 0.84285  -0.69
C: -3.28970 2.13684 1.26779  -1.41
H: 0.76673 0.07099 1.78418  0.83
H: 1.52581 1.13768 -0.26500  0.38
H: 0.68668 -1.28622 -1.85088  -0.78
H: 1.42812 0.22723 -2.35013  0.54
H: -0.62513 1.44262 -2.39573  0.38
H: -0.79448 -0.02470 -3.36681  0.42
H: -2.82392 0.61874 -1.88243  0.45
H: -3.04324 -0.85632 0.01372  0.41
H: -0.74638 -2.42311 -1.13324  -1.27
H: -1.84617 -2.83867 0.17041  0.64
H: -0.54422 -1.94242 1.84155  0.32
H: 0.69931 -2.43052 0.68593  0.22
H: -3.39841 2.46102 2.30587  0.36
H: -4.08051 1.42648 1.00178  0.36
H: -3.31892 3.00482 0.60087  0.32
C: 2.58245 4.63664 3.43062  -1.25
C: 1.33492 4.86031 4.26192  -1.06
C: 0.02692 4.83868 3.43113  2.50
C: -1.21371 5.15658 4.31693  -1.12
C: -1.27229 4.30006 5.56765  -1.28
C: 0.06873 5.90757 2.32627  -0.24
O: 0.14119 7.10869 2.56813  -0.67
N: 0.05527 5.47687 1.01156  0.03
C: -0.22708 4.18035 0.52103  -0.02
O: -0.26400 3.97000 -0.68446  -0.68
N: -0.42541 3.25859 1.51167  -0.45
C: -0.16091 3.42869 2.82000  0.04
O: -0.12052 2.41977 3.55307  -0.76
H: 2.57552 3.63808 2.97696  0.25
H: 3.45780 4.70383 4.08242  0.46
H: 2.67839 5.39238 2.64189  0.29
H: 1.24617 4.07443 5.02421  0.37
H: 1.36689 5.83499 4.77152  0.41
H: -1.17948 6.22539 4.57919  0.50
H: -2.10997 5.01423 3.68730  0.38
H: -0.48315 4.60022 6.26766  0.28
H: -2.24316 4.43061 6.05714  0.41
H: -1.13224 3.24723 5.29012  0.32
H: 0.11661 6.19696 0.30014  0.27